Computed, not measured: a cluster of 2 separate species, C4H7NO2 in total at a distorted geometry, with ωB97M-V with the def2-TZVPD basis set.

```
14
Properties=species:S:1:pos:R:3:forces:R:3:mulliken_charge:R:1
C -1.749 0.052 0.113 0.39 0.05 0.25 -1.27
C -0.312 -0.358 -0.290 0.39 0.22 0.49 1.19
N 0.081 0.144 -1.556 0.05 -0.31 0.14 -0.61
O -0.065 -1.676 0.062 -0.54 -0.99 -0.13 -0.45
C 0.824 -0.825 0.759 -0.84 -0.37 0.08 -0.95
C 2.071 1.139 0.067 1.51 1.31 1.10 0.04
O 2.563 1.561 1.002 -0.59 -0.44 -0.85 -0.17
H -1.840 0.079 1.198 -0.02 0.01 0.04 0.32
H -2.066 1.024 -0.286 0.33 -0.16 0.13 0.38
H -2.480 -0.693 -0.246 0.57 0.09 0.01 0.27
H -0.526 0.891 -1.878 0.07 -0.31 0.12 0.26
H 0.614 -0.608 1.814 -0.38 -0.25 -0.17 0.29
H 1.866 -1.249 0.700 -0.80 1.22 -0.68 0.38
H 1.018 0.519 -1.458 -0.13 -0.08 -0.53 0.33
```
Forces are in eV/Å.

Values from the calculation:
- Total charge: 0
- LUMO level: 0.75 eV
- Relative energy (zero: lowest compared OMol25 entry of this formula, charge and spin): 326.1 kJ/mol
- Total energy: -9843.900 eV
- HOMO energy: -9.2 eV